DFT (ωB97M-V with the def2-TZVPD basis set) results for a structure of composition C17H18N4O7S4Sn.

Computed properties:
lowest unoccupied orbital energy = -1.4 eV
calculated total energy = -3211.44263 Ha
relative energy (zero: lowest compared OMol25 entry of this formula, charge and spin) = 0.0 kJ/mol

```
51
Properties=species:S:1:pos:R:3:forces:R:3:nbo_charge:R:1
Sn -0.00716 -0.76790 -0.21746 0.084 0.069 -0.076 1.949
C -2.83586 -3.54378 -3.69145 0.020 -0.018 0.001 -0.761
S -1.20171 -4.23974 -3.38261 -0.011 -0.001 -0.009 0.356
C -0.42614 -3.00328 -2.44157 -0.056 0.040 0.022 -0.073
S -1.08315 -1.40706 -2.38346 0.040 -0.082 -0.006 -0.123
N 0.66872 -3.43155 -1.85966 0.018 0.038 -0.033 -0.396
N 1.25915 -2.50770 -1.06528 0.019 -0.037 0.063 -0.289
C 2.40020 -2.77481 -0.56634 0.016 0.029 0.010 0.070
C 2.95578 -1.82851 0.40119 -0.029 -0.002 -0.028 0.164
C 4.24531 -1.96046 0.88745 0.011 0.003 0.008 -0.218
C 4.71526 -1.02132 1.79182 -0.008 -0.007 -0.010 -0.132
C 3.88133 0.01287 2.17721 -0.012 0.007 0.002 -0.243
C 2.59916 0.07252 1.65301 -0.003 0.010 0.022 0.103
N 2.14435 -0.83312 0.79019 -0.034 -0.001 -0.013 -0.489
H -3.38377 -4.34273 -4.18896 -0.009 0.004 -0.003 0.235
H -2.78338 -2.67926 -4.34781 -0.009 0.003 0.001 0.229
H -3.31780 -3.29567 -2.74724 -0.005 0.018 -0.009 0.268
H 2.92918 -3.68443 -0.83193 0.000 0.002 -0.002 0.214
H 4.86116 -2.78299 0.55084 0.007 0.000 0.007 0.232
H 5.71947 -1.09652 2.18677 0.001 -0.003 -0.002 0.230
H 4.20311 0.76905 2.87823 0.006 0.000 -0.001 0.237
H 1.90532 0.85180 1.93151 -0.021 0.002 0.001 0.248
O -0.77155 2.18495 3.16246 -0.009 0.013 0.025 -0.956
S -1.03821 1.89844 1.78170 0.127 -0.075 -0.017 2.439
O -0.21338 0.71292 1.35606 -0.021 0.012 0.015 -1.076
O -2.41808 1.75892 1.39787 -0.056 0.017 -0.007 -0.975
C -0.32622 3.27107 0.86988 -0.010 0.014 0.026 -0.230
C -0.19450 4.44488 1.59783 0.016 0.025 -0.021 -0.202
C 0.34062 5.58576 1.01571 -0.010 -0.011 0.021 -0.190
C 0.75991 5.56122 -0.30133 0.008 0.003 -0.023 -0.201
C 0.63558 4.39445 -1.04063 -0.004 -0.013 0.005 -0.168
C 0.09525 3.25391 -0.46477 0.035 -0.007 0.000 -0.374
S -0.05408 1.84627 -1.53743 -0.144 -0.060 0.051 2.420
O 1.02183 0.85573 -1.09926 0.014 -0.057 0.025 -1.013
O 0.15010 2.29944 -2.87352 0.027 0.026 -0.020 -0.917
O -1.31987 1.19739 -1.20401 -0.027 0.095 -0.065 -0.973
H -0.50781 4.44915 2.63179 -0.004 -0.009 0.001 0.252
H 0.42872 6.49105 1.60163 0.001 0.002 -0.002 0.222
H 1.17922 6.44571 -0.76161 0.000 0.000 -0.002 0.222
H 0.94027 4.35508 -2.07656 0.002 0.011 0.000 0.251
N -3.69865 -0.48970 -0.12600 0.027 -0.138 -0.012 -0.817
C -3.31385 -1.72656 0.25776 0.004 0.221 0.006 0.679
O -3.60727 -2.74564 -0.34848 0.024 -0.013 0.006 -0.657
C -2.42262 -1.75391 1.48953 -0.015 -0.076 0.017 -0.520
C -0.99476 -2.13070 1.10183 0.004 -0.076 0.039 -0.806
H -4.16189 -0.39616 -1.01452 -0.008 0.000 0.004 0.401
H -3.35104 0.34202 0.33518 0.004 0.009 0.001 0.437
H -2.81536 -2.52087 2.16016 -0.016 -0.007 -0.016 0.236
H -2.45365 -0.79987 2.01479 0.029 0.010 -0.011 0.230
H -0.98360 -3.08289 0.56824 -0.020 -0.019 0.010 0.240
H -0.35363 -2.20750 1.98130 -0.002 0.028 0.002 0.236
```
Positions in Å, forces in eV/Å.